Here is C46H59AsNO2P4S2SiV as an isolated structure from the Open Molecules 2025 dataset. Energies are from wB97M-V/def2-TZVPD.

Last column: Mulliken charge in e.
Element x y z (Å)
V  -0.49  0.84  -0.20  0.23
C  -0.24  6.09  4.15  -1.11
Si  1.01  5.11  3.16  0.15
C  1.38  6.01  1.56  -0.92
C  2.61  4.93  4.14  -1.06
C  0.32  3.34  3.00  0.33
C  0.08  2.68  4.20  -0.08
C  -0.45  1.40  4.25  -1.70
C  -0.69  0.77  3.05  -0.66
N  -0.44  1.35  1.88  0.52
C  -0.01  2.63  1.82  0.95
S  0.03  3.28  0.20  -0.61
H  0.10  7.11  4.31  0.34
H  -0.43  5.65  5.13  0.34
H  -1.20  6.13  3.62  0.31
H  1.80  6.98  1.82  0.37
H  0.49  6.16  0.96  0.30
H  2.10  5.47  0.94  0.23
H  3.07  5.91  4.31  0.35
H  3.33  4.32  3.59  0.26
H  2.46  4.47  5.11  0.34
H  0.30  3.18  5.13  0.30
H  -0.67  0.91  5.18  0.50
H  -1.12  -0.22  2.99  0.62
C  -0.95  1.33  -4.03  -1.15
P  -1.22  0.21  -2.61  1.67
C  -0.65  -1.38  -3.30  -1.19
C  -3.06  0.02  -2.59  0.12
C  -3.73  -0.63  -3.62  -0.86
C  -5.10  -0.77  -3.60  -0.99
C  -5.83  -0.26  -2.54  -0.89
C  -5.18  0.41  -1.52  -0.80
C  -3.80  0.56  -1.53  0.27
P  -2.88  1.55  -0.30  1.55
C  -3.90  1.59  1.20  -1.38
C  -3.19  3.22  -1.00  -1.38
H  -1.49  1.00  -4.92  0.49
H  0.12  1.39  -4.25  0.20
H  -1.29  2.34  -3.77  0.25
H  -1.24  -1.70  -4.16  0.74
H  -0.70  -2.15  -2.53  -0.01
H  0.38  -1.26  -3.64  0.25
H  -3.17  -1.03  -4.47  0.35
H  -5.61  -1.28  -4.42  0.41
H  -6.91  -0.36  -2.52  0.43
H  -5.76  0.84  -0.70  0.41
H  -4.03  0.58  1.59  0.18
H  -4.87  2.06  1.04  0.56
H  -3.35  2.18  1.95  0.37
H  -4.23  3.32  -1.29  0.47
H  -2.55  3.38  -1.87  0.22
H  -2.93  3.97  -0.25  0.38
O  1.70  0.77  -0.02  0.60
P  2.72  0.27  -0.99  0.07
C  2.36  -1.48  -1.35  -1.31
P  1.22  -2.10  -0.07  0.20
O  -0.03  -1.28  0.00  -0.04
C  0.85  -3.79  -0.57  0.72
C  1.85  -4.73  -0.75  -0.73
C  1.54  -6.02  -1.15  -0.77
C  0.21  -6.37  -1.36  -0.72
C  -0.79  -5.43  -1.17  -0.72
C  -0.48  -4.14  -0.77  0.29
C  2.17  -2.17  1.45  1.21
C  3.56  -2.32  1.45  -0.48
C  4.26  -2.38  2.64  -0.76
C  3.57  -2.30  3.85  -0.68
C  2.19  -2.16  3.85  -0.80
C  1.49  -2.10  2.66  -0.72
C  2.70  1.13  -2.56  0.99
C  2.38  2.49  -2.54  -0.58
C  2.38  3.21  -3.72  -0.87
C  2.71  2.60  -4.92  -0.60
C  3.03  1.25  -4.95  -0.79
C  3.02  0.51  -3.77  -0.21
C  4.35  0.39  -0.27  0.50
C  5.50  0.00  -0.95  -0.68
C  6.73  0.07  -0.32  -0.77
C  6.82  0.54  0.99  -0.55
C  5.67  0.93  1.66  -0.80
C  4.44  0.86  1.04  -0.21
H  3.26  -2.10  -1.41  1.04
H  1.83  -1.57  -2.29  0.26
H  2.89  -4.48  -0.58  0.37
H  2.32  -6.75  -1.29  0.45
H  -0.04  -7.38  -1.67  0.41
H  -1.83  -5.72  -1.33  0.39
H  -1.26  -3.41  -0.59  -0.14
H  4.12  -2.36  0.52  0.32
H  5.33  -2.49  2.64  0.47
H  4.11  -2.34  4.78  0.42
H  1.65  -2.10  4.79  0.45
H  0.42  -2.01  2.66  0.48
H  2.10  2.96  -1.60  0.27
H  2.13  4.27  -3.70  0.46
H  2.72  3.17  -5.84  0.41
H  3.28  0.77  -5.88  0.43
H  3.27  -0.54  -3.81  0.42
H  5.45  -0.35  -1.97  0.42
H  7.63  -0.23  -0.85  0.45
H  7.78  0.59  1.48  0.42
H  5.74  1.30  2.68  0.47
H  3.53  1.15  1.56  0.52
C  -4.39  -4.88  1.73  -1.09
As  -4.60  -3.22  0.76  0.58
C  -4.91  -3.74  -1.07  -0.55
C  -6.27  -2.47  1.36  -1.03
S  -2.96  -1.94  0.95  -0.53
H  -5.32  -5.45  1.72  0.40
H  -4.10  -4.65  2.75  0.37
H  -3.60  -5.46  1.26  0.31
H  -5.69  -4.50  -1.13  0.45
H  -3.98  -4.13  -1.48  0.13
H  -5.19  -2.86  -1.63  -0.01
H  -7.08  -3.19  1.22  0.43
H  -6.46  -1.57  0.78  0.24
H  -6.18  -2.21  2.41  0.36

total charge	+1
E_HOMO (alpha / beta)	-0.3257 / -0.3379	Ha
spin multiplicity	4
LUMO energy (alpha / beta)	-1.645 / -1.650	eV
energy relative to the best compared isomer or geometry (same formula, charge and spin)	0.0000	eV
Kohn-Sham gap (alpha / beta)	7.22 / 7.54	eV
energy	-7624.655550	Eh